The following is a quantum chemistry calculation of a cluster of 2 separate species, C11H17NOS in total, from the Open Molecules 2025 dataset.

Structure (XYZ):
```
31
Properties=species:S:1:pos:R:3:forces:R:3:nbo_charge:R:1
C -2.289438 -2.802961 -0.222545 0.4 -1.4 -0.3 -0.771
S -2.352817 -1.514714 -1.459424 0.6 0.3 -0.3 0.220
C -1.879284 -0.123467 -0.405673 -1.1 -4.2 -2.8 -0.116
C -2.441211 -0.057208 0.806306 -1.0 3.1 2.0 -0.325
C -2.207459 1.197463 1.431171 -0.5 -2.0 -0.1 -0.129
C -1.333714 2.132903 0.943150 -1.2 -1.0 -0.2 -0.318
C -0.795721 1.923820 -0.331762 0.6 0.9 0.9 0.229
N 0.064987 2.865717 -0.846899 0.7 -1.0 -2.1 -0.797
C -1.020782 0.729379 -1.002727 1.4 2.3 0.8 -0.353
H -3.287100 -2.932151 0.187470 0.2 0.0 0.5 0.212
H -2.028067 -3.795115 -0.710740 -0.1 1.3 0.5 0.234
H -1.508645 -2.505359 0.509195 -0.7 -0.6 -0.3 0.244
H -3.218748 -0.663878 1.269832 0.4 -0.3 -0.7 0.237
H -2.863758 1.326733 2.262200 0.3 0.7 1.0 0.208
H -1.201460 2.953412 1.588592 0.5 1.4 0.0 0.219
H 0.008534 3.791002 -0.525301 -0.2 1.1 0.6 0.382
H 0.183092 2.829738 -1.872351 -0.1 0.0 1.1 0.382
H -0.249295 0.500684 -1.713936 -0.6 -0.5 -0.9 0.247
C 1.902745 -1.404074 -1.144844 -0.7 -1.5 -2.4 -0.418
C 2.315423 -0.523351 -0.285544 1.1 1.3 2.3 -0.033
C 3.498535 0.432438 -0.519044 -0.6 -0.5 0.2 -0.651
C 1.710535 -0.438537 1.118553 0.3 -0.6 2.6 -0.107
O 0.472993 -1.193367 1.334331 1.3 1.0 -0.4 -0.739
H 2.338663 -1.471388 -2.195637 -0.7 0.0 1.5 0.199
H 1.070825 -2.075414 -0.861619 0.6 0.3 -0.4 0.220
H 3.161761 1.524347 -0.443048 0.6 -1.5 -0.5 0.225
H 3.934772 0.072997 -1.483843 -0.2 1.1 0.6 0.222
H 4.253589 0.242116 0.278981 -0.4 0.3 -0.5 0.218
H 2.296720 -0.965421 2.026717 -0.3 1.4 -2.5 0.204
H 1.687960 0.686230 1.406187 -0.6 -1.7 -0.3 0.175
H -0.223645 -0.742575 0.862240 -0.4 0.3 -0.2 0.478
```
Forces are in eV/Å.

The energy above the lowest of the compared OMol25 structures with the same formula, charge and spin is 219.3 kJ/mol. As for the HOMO energy: -8.1 eV. The value obtained for the gap between HOMO and LUMO is 8.90 eV. The total energy comes out at -26053.417 eV. The calculation puts the molar mass at 211.33 u.

The following is a quantum chemistry calculation of a structure of composition C5H8O, from the Open Molecules 2025 dataset.

Structure (XYZ):
```
14
Properties=species:S:1:pos:R:3:forces:R:3:nbo_charge:R:1
C 1.437251 -0.476383 -0.803240 0.0 0.0 0.0 -0.605
C 0.194515 0.004211 -0.112759 0.3 0.0 0.1 -0.109
C -0.767926 -0.905798 0.640218 0.0 -0.2 0.1 -0.433
C -1.266217 -0.070327 -0.479952 0.0 0.0 -0.3 0.083
O -1.510096 1.278718 -0.044035 -0.1 0.3 0.2 -0.504
C -0.154745 1.414197 0.306715 0.2 -0.6 3.1 -0.053
H 1.316538 -1.509422 -1.148908 0.0 0.2 0.1 0.216
H 2.290167 -0.456124 -0.116195 -0.1 0.0 -0.1 0.217
H 1.679901 0.149514 -1.667303 0.0 -0.1 0.1 0.218
H -0.650556 -1.963462 0.423149 -0.1 0.1 0.0 0.220
H -1.052458 -0.658055 1.662191 0.1 0.0 -0.2 0.226
H -1.775947 -0.411238 -1.378175 0.1 0.1 0.2 0.207
H 0.015938 1.405222 1.756504 -1.0 -1.5 -1.1 0.050
H 0.243630 2.198951 0.961792 0.5 1.6 -2.2 0.266
```
Forces are in eV/Å.

The energy above the lowest of the compared OMol25 structures with the same formula, charge and spin is 535.0 kJ/mol. As for the HOMO energy: -8.2 eV. The value obtained for the gap between HOMO and LUMO is 9.15 eV. The total energy comes out at -7356.711 eV. The calculation puts the molar mass at 84.12 u.

The following is a quantum chemistry calculation of a structure of composition C42H41INO9, from the Open Molecules 2025 dataset.

Structure (XYZ):
```
94
Properties=species:S:1:pos:R:3:forces:R:3:mulliken_charge:R:1
C -4.981322 -0.373812 5.240677 -1.8 -2.1 -1.1 -0.554
C -5.834774 -1.338435 4.650890 1.6 0.9 0.5 -0.195
C -7.106781 -1.055236 3.737791 -1.1 -0.5 3.0 -0.650
N -6.862787 -0.258899 2.507173 0.3 -0.7 0.2 -0.417
I -8.743636 0.358299 1.907469 0.1 -0.1 -0.1 0.067
C -6.106223 -0.963515 1.450093 0.6 0.1 -2.6 0.310
C -6.171765 -0.193301 0.010697 0.9 0.7 0.0 -0.980
C -5.751506 1.380624 0.153071 -0.7 -0.1 -0.2 0.060
C -6.887833 2.337822 -0.518209 0.3 0.5 1.0 -0.549
C -6.273000 3.611655 -1.270328 -1.0 0.1 0.1 -0.282
O -7.122728 3.901497 -2.438096 1.1 1.2 0.4 -0.320
C -6.789959 5.223704 -2.926936 0.2 0.3 0.0 -0.584
O -4.687638 -0.823031 1.816432 -1.1 -1.4 -0.6 0.242
C -3.890199 -1.882212 1.266140 2.6 -0.5 0.8 -0.440
C -2.338356 -1.395724 1.417114 -0.9 0.0 -0.5 -0.409
O -2.235946 -0.659359 2.672139 0.5 1.0 -1.9 -0.375
C -1.899784 0.721404 2.349731 0.2 0.8 1.5 0.215
C -2.173359 1.713982 3.601783 0.5 -0.1 -0.6 -1.077
C -6.546992 -2.474926 1.151399 -1.0 -6.8 0.4 0.078
O -7.046019 -2.814504 0.010406 1.3 2.7 2.4 -0.720
O -6.384571 -3.535145 2.053574 0.0 5.5 -2.2 -0.743
H -3.877544 -0.678147 5.365402 -2.0 0.6 0.6 0.154
H -5.405334 0.634024 5.550741 1.1 -1.0 -1.2 0.267
H -5.574011 -2.444683 4.841695 -0.1 1.8 -1.2 0.298
H -7.823474 -0.417837 4.391506 1.2 -0.8 -1.0 0.463
H -7.695797 -2.037261 3.571368 1.3 1.4 -0.1 0.402
H -7.154684 -0.345871 -0.537194 1.2 0.2 0.9 0.663
H -5.360274 -0.635831 -0.683165 -1.4 0.3 1.3 0.221
H -4.741551 1.574327 -0.376200 -1.6 -0.4 0.8 0.043
H -5.617501 1.633634 1.268946 -0.2 -0.3 -1.7 0.164
H -7.531128 2.750786 0.348722 0.9 -0.7 -1.5 0.151
H -7.611286 1.738481 -1.187424 1.4 1.0 0.8 0.275
H -5.188322 3.476011 -1.616639 -1.4 0.1 0.5 0.209
H -6.356612 4.560317 -0.611070 0.5 -1.5 -0.7 0.247
H -7.061664 6.036686 -2.153525 0.4 -1.2 -1.0 0.249
H -5.650391 5.283390 -3.122187 -1.7 0.0 0.1 0.239
H -7.384054 5.465322 -3.878123 0.9 -0.7 1.3 0.235
H -3.953731 -2.841382 1.907253 -0.5 1.5 -1.2 0.265
H -4.035177 -2.090083 0.155392 -0.3 0.2 1.4 0.306
H -2.031604 -0.735467 0.516168 -0.5 -0.8 1.5 0.084
H -1.618568 -2.289298 1.395576 -1.1 1.1 0.3 0.317
H -0.768390 0.743279 2.166776 -1.5 0.2 -0.2 0.294
H -2.504467 1.137489 1.475039 0.9 -0.8 1.0 0.009
H -1.963945 1.197766 4.600443 -0.3 0.7 -1.4 0.226
H -1.422545 2.583485 3.466796 -1.2 -1.3 0.4 0.345
H -3.227428 2.155987 3.597990 1.4 -0.9 0.0 0.211
C 2.079021 -1.874398 -3.831297 0.1 0.2 0.1 -0.607
C 0.784964 -1.753110 -3.329637 0.0 0.2 0.1 -0.584
C 0.396442 -0.587023 -2.679674 0.0 -0.2 -0.1 -0.701
C 1.306128 0.458219 -2.518657 0.1 -0.4 -0.2 0.399
C 2.609142 0.327220 -2.999496 -0.1 -0.3 -0.1 0.468
C 2.990662 -0.837690 -3.666857 -0.1 -0.2 0.0 -0.403
C 3.598267 1.408828 -2.791526 0.7 -0.2 -0.3 0.599
O 4.737305 1.296558 -3.214858 -0.2 0.1 0.1 -0.769
C 3.186994 2.624747 -2.054325 0.0 0.3 0.2 0.193
C 4.123621 3.627755 -1.800203 0.0 0.2 0.1 -0.591
C 3.742850 4.779359 -1.119837 0.0 -0.2 -0.1 -0.492
C 2.424189 4.937794 -0.699096 0.0 -0.2 -0.1 -0.495
C 1.489515 3.938489 -0.945436 0.1 0.2 0.1 -0.639
C 1.871850 2.775507 -1.615285 0.2 0.4 0.1 0.172
C 0.877663 1.702207 -1.841075 -1.0 0.0 0.3 0.585
O -0.274430 1.837532 -1.469894 0.3 0.0 -0.1 -0.736
H 2.378727 -2.781368 -4.346501 0.0 0.1 0.1 0.406
H 0.077855 -2.567784 -3.447308 0.1 0.1 0.0 0.414
H -0.614679 -0.496333 -2.295436 0.2 0.1 0.0 0.538
H 3.998954 -0.940485 -4.055111 -0.1 0.1 0.1 0.449
H 5.151894 3.512219 -2.127899 -0.2 -0.1 0.0 0.477
H 4.474092 5.555764 -0.918721 -0.1 -0.1 0.0 0.397
H 2.125908 5.839829 -0.174472 0.0 -0.1 -0.1 0.397
H 0.464780 4.065381 -0.610959 0.1 -0.2 -0.1 0.524
C 7.537965 -4.240564 3.222991 0.0 0.1 -0.2 -0.444
C 6.458954 -3.362677 3.301047 0.0 0.1 -0.2 -0.496
C 6.111108 -2.587157 2.200746 0.0 -0.1 0.2 -0.489
C 6.849948 -2.678625 1.020928 0.1 -0.2 0.4 0.148
C 7.945315 -3.539854 0.950765 -0.1 -0.1 0.3 0.134
C 8.281051 -4.329691 2.051320 -0.1 0.0 0.2 -0.550
C 8.767909 -3.610320 -0.278951 0.7 -0.6 -0.1 0.557
O 9.723263 -4.365589 -0.342188 -0.2 0.2 0.0 -0.686
C 8.417160 -2.743276 -1.426464 0.0 0.2 -0.3 0.511
C 9.215902 -2.755837 -2.570901 0.0 0.1 -0.2 -0.659
C 8.885971 -1.954144 -3.658815 -0.1 -0.1 0.2 -0.499
C 7.752888 -1.144528 -3.611483 0.0 -0.1 0.2 -0.534
C 6.958023 -1.125131 -2.471232 0.0 0.1 -0.2 -0.627
C 7.294199 -1.917374 -1.372787 0.2 0.0 -0.4 0.007
C 6.460702 -1.861963 -0.150951 -0.8 0.6 0.0 0.513
O 5.471756 -1.150585 -0.107469 0.3 -0.2 0.0 -0.678
H 7.803173 -4.852265 4.079333 0.0 0.1 -0.1 0.389
H 5.887234 -3.284627 4.220099 0.0 0.0 -0.1 0.397
H 5.266296 -1.908867 2.265794 0.1 -0.1 -0.2 0.477
H 9.123772 -5.011403 1.998389 -0.1 0.2 -0.2 0.456
H 10.098157 -3.386485 -2.615774 -0.2 0.0 0.2 0.464
H 9.511449 -1.961615 -4.545822 -0.1 0.0 0.1 0.381
H 7.491655 -0.524457 -4.463147 0.0 0.0 0.1 0.487
H 6.079094 -0.488192 -2.439161 0.1 -0.1 0.1 0.731
```
Forces are in eV/Å.

As for the HOMO energy: -4.2 eV. The value obtained for the gap between HOMO and LUMO is 4.31 eV. Its total charge is -1. The total energy comes out at -72232.884 eV. The calculation puts the molar mass at 830.69 u.